75
Properties=species:S:1:pos:R:3:mulliken_charge:R:1 method="wB97M-V/def2-TZVPD" energy_ev=-75322.27703 de_lowest_kj_mol=124.7 charge=+1 homo_ev="-9.911 / -10.330" gap_ev="6.023 / 6.430" lumo_ev="-3.9 / -3.9" spin_multiplicity=2
H -3.79 3.06 0.28 0.436
H -5.55 2.10 1.70 0.434
H 1.38 -1.59 -0.29 0.213
C -1.97 -1.88 -1.05 -1.114
H 3.18 1.58 1.31 0.490
C 0.32 -3.91 1.23 -0.858
H 2.59 -2.97 -1.86 0.590
C 1.09 1.80 2.07 -0.265
H -2.22 -0.85 -1.28 0.246
C -0.97 -1.76 4.89 -0.802
C 2.81 -1.43 -3.33 -1.007
H -0.33 4.37 -1.54 0.411
C -1.10 -2.15 0.01 0.953
C 2.55 1.81 -5.10 -0.990
H 0.28 5.54 -3.60 0.434
P -0.63 -0.61 0.93 2.824
H -1.10 -5.51 -0.28 0.430
C -0.73 -3.48 0.25 0.787
C -3.66 2.08 0.70 -0.586
H 0.38 -4.99 1.27 0.519
C 2.86 0.52 -4.85 -0.939
C -2.49 1.37 0.43 0.311
H 0.54 -2.44 6.26 0.413
C -1.35 -4.48 -0.50 -0.812
H 3.36 -2.04 -4.04 0.471
H 3.38 -0.08 -5.58 0.452
H -1.77 2.86 -0.88 0.494
Ti 0.51 1.54 -0.21 -0.534
C -4.66 1.52 1.47 -0.921
C 2.22 2.08 1.26 -0.896
H 0.19 4.62 0.57 0.788
C 0.11 2.78 1.80 -0.951
C -1.22 -1.29 3.61 -1.486
H 2.12 -0.60 1.34 -0.353
C 1.44 3.91 -4.38 -0.781
C 1.80 0.66 -2.64 0.431
N 1.41 0.15 -1.42 1.067
C 2.34 -1.18 2.23 -1.413
C 1.45 1.99 -2.92 -0.359
H -0.82 2.90 2.34 0.533
C 1.94 3.24 0.52 -0.646
C 1.71 -1.15 -1.22 0.386
C 0.33 -2.06 5.27 -0.834
H 2.82 2.28 -6.04 0.441
H -2.75 -5.00 -2.02 0.420
H 0.10 -3.55 2.23 0.103
H 2.38 -2.04 4.67 0.498
H 2.78 -2.13 1.93 0.430
C 0.31 3.87 -2.27 0.026
N 0.71 2.64 -1.97 0.455
H -3.25 -2.63 -2.58 0.497
C -0.20 -1.15 2.66 0.512
H 1.04 1.11 2.89 1.149
H -3.37 -1.56 1.89 0.760
H 2.66 3.79 -0.09 0.513
C 1.83 2.60 -4.15 0.705
H -2.23 -1.02 3.37 0.719
C 2.39 -1.95 -2.12 -1.766
C 0.64 3.68 0.86 -0.449
H 1.72 4.41 -5.30 0.479
H -1.78 -1.87 5.58 0.470
H -5.40 -0.28 2.38 0.467
H -1.68 1.21 -1.51 0.391
C -3.41 -0.51 1.64 -1.026
C -2.31 0.11 1.03 -0.267
C 0.64 4.54 -3.43 -1.213
C 1.12 -1.39 3.08 1.714
C -2.56 -2.88 -1.79 -0.990
C 1.35 -1.85 4.37 -0.910
H 1.30 -3.53 0.93 0.020
H 3.09 -0.65 2.82 0.628
C 2.50 -0.10 -3.62 0.954
C -2.27 -4.20 -1.48 -0.839
C -4.57 0.20 1.88 -0.867
C -1.53 1.83 -0.60 -0.590

83
Properties=species:S:1:pos:R:3:mulliken_charge:R:1 method="wB97M-V/def2-TZVPD" energy_ev=-79601.99999 de_lowest_kj_mol=30.4 charge=+1 homo_ev=-10.913 gap_ev=7.999 lumo_ev=-2.9
H 0.74 2.86 2.22 -0.543
C -1.17 -1.45 -4.30 -0.079
C -1.40 -0.66 -6.52 1.000
C 2.21 1.52 1.38 -1.594
H -2.01 0.81 1.59 0.875
C -0.90 4.56 3.01 -0.404
C -1.05 2.17 -3.99 0.007
N 2.08 -2.67 -2.44 0.500
C -1.73 3.75 2.24 0.144
H -3.48 2.50 2.28 0.520
H -3.83 2.71 4.69 0.436
C -3.63 0.47 -1.89 -0.592
C 3.75 -4.13 1.50 -0.677
C 1.78 -3.00 0.73 -0.710
N 4.13 -1.61 -2.69 -0.535
Sb 0.91 -0.16 1.26 0.786
H -4.09 0.37 -2.87 0.450
H 0.84 -3.02 0.18 0.274
H -3.14 2.54 -2.17 0.594
C 0.05 -0.11 3.20 0.502
H -2.36 -1.74 4.96 0.432
O -1.02 -1.95 -2.00 -0.491
N -1.13 -0.20 -3.85 0.647
C -1.59 -1.01 4.74 -0.765
H 0.03 1.61 6.12 0.472
H 4.34 -4.91 -3.39 0.432
C -3.00 3.22 4.23 -0.598
C 0.40 0.84 4.16 -0.364
H 1.17 1.57 3.96 0.225
Y -0.67 0.21 -1.56 0.315
H 5.70 -2.79 -3.23 0.431
O -0.59 2.06 -2.77 -0.449
C 2.83 -1.54 -2.41 0.725
H -2.93 -1.35 0.88 0.512
H -1.57 -1.75 -8.08 0.312
C 0.64 3.09 0.05 -0.397
H -1.74 -0.03 6.64 0.426
H -0.46 5.33 4.97 0.416
H -3.93 -1.60 -1.37 0.438
C 3.89 -3.97 -3.10 -0.714
C 4.64 -2.78 -3.02 -0.148
C 3.36 -1.84 2.12 -0.424
H 3.68 -0.96 2.66 0.391
H -1.41 1.50 -6.71 0.605
C -1.11 4.69 4.38 -0.663
H -2.32 4.12 6.05 0.449
H 1.09 3.91 -0.50 0.857
H -0.08 5.11 2.55 0.391
C -2.79 3.10 2.86 -0.362
C -2.98 -0.50 0.21 -1.124
H 2.89 1.45 0.54 0.610
C -0.90 -2.45 -3.19 0.124
C -0.25 0.87 5.39 -0.690
C -1.24 -0.06 5.68 -0.627
S 2.12 -0.03 -2.03 -0.388
C 2.56 -4.14 0.79 -0.481
C -0.95 -1.04 3.50 -0.406
C 2.57 -3.87 -2.80 -0.079
C -3.11 1.69 -1.49 -0.276
H 1.09 -2.61 -2.21 -0.429
H 2.24 -5.05 0.29 0.468
O -0.47 -3.56 -3.47 -0.689
O -1.55 -0.82 -7.85 -0.516
H 2.79 1.44 2.30 0.691
C -1.34 0.65 -6.04 -0.859
C 1.41 2.83 1.36 0.609
C 2.18 -1.84 1.39 0.632
Sb -1.46 3.74 0.12 0.845
H 1.85 -4.68 -2.82 0.533
H 2.12 3.65 1.51 0.481
H -1.29 -2.76 -5.98 0.469
C -2.16 4.02 4.99 -0.538
H 4.36 -5.03 1.56 0.420
C -2.45 0.72 0.61 0.831
C -3.56 -0.64 -1.05 -0.826
H 5.07 -2.98 2.74 0.433
O -1.41 3.19 -4.54 -0.654
C 4.15 -2.98 2.17 -0.680
C -2.47 1.83 -0.25 -0.766
H -1.23 -1.80 2.78 0.494
C -1.30 -1.74 -5.64 -0.630
C -1.19 0.83 -4.68 0.409
H 0.75 2.25 -0.64 -0.443

88
Properties=species:S:1:pos:R:3:mulliken_charge:R:1 method="wB97M-V/def2-TZVPD" energy_ev=-79750.90125 smiles="CCN[C@](C#N)([PH2]=N)[C@](O)(C#N)CC=O.O=C1C=CC(=O)C=C1.O=C1C=CC(=O)C=C1.O=C1C=CC(=O)C=C1.O=C1C=CC(=O)C=C1.O=C1C=CC(=O)C=C1" homo_ev=-8.838 gap_ev=6.963 lumo_ev=-1.9
C 1.49 -9.32 -0.79 0.308
C -5.39 4.80 8.17 -0.343
O 0.76 -5.37 -1.52 -0.440
H 1.33 -3.88 -0.19 0.213
H -1.95 6.91 -2.54 0.410
O 1.71 -10.49 -0.58 -0.542
C -1.34 4.92 -2.94 -0.371
O -2.08 -1.18 -2.61 -0.511
O -3.04 5.28 3.54 -0.562
P 2.09 1.38 -0.98 0.518
H -1.66 1.04 3.43 0.430
H -0.96 -3.41 -1.91 0.353
C -0.89 6.80 -4.46 0.344
C -5.79 3.75 9.14 0.320
H 0.40 3.89 -5.80 0.421
H 0.05 -6.54 0.68 0.413
O -2.72 3.16 6.51 -0.544
O 0.19 1.52 1.68 -0.430
H -1.49 -5.58 -2.99 0.410
O 7.06 -0.34 1.33 -0.487
C 1.68 -7.39 -2.30 -0.406
H -3.47 1.36 8.22 0.421
C -3.63 -3.50 -4.81 -0.406
C 6.61 0.27 0.40 -0.082
C -1.68 -3.50 -2.71 0.021
C -2.40 3.02 3.58 -0.230
H -1.19 5.76 1.78 0.449
O 5.03 1.69 -1.36 -0.600
H -3.82 -1.41 -4.53 0.421
C 2.15 -3.17 -0.11 -1.429
C -0.09 4.58 -5.13 -0.336
H 0.19 6.32 -6.30 0.405
C 1.92 -8.68 -2.06 -0.314
H 1.02 -2.21 -1.60 0.327
C 1.71 -1.90 -0.83 0.051
O -1.00 7.98 -4.70 -0.546
N 2.81 -1.20 -1.53 -0.295
H -3.17 2.81 4.31 0.256
C -3.63 3.33 7.30 0.452
C 0.56 -7.18 -0.03 -0.319
C -0.65 4.00 -3.88 0.465
C 3.49 -0.32 0.60 -0.178
N 2.30 2.35 -2.20 -0.716
C -4.39 4.61 7.32 -0.271
C 5.89 -0.46 -0.70 -0.887
C -2.30 4.42 3.11 0.427
H 2.26 -2.98 0.96 0.421
H 2.09 2.01 0.28 0.038
H 6.64 -0.64 -1.47 0.554
O -6.71 3.93 9.91 -0.537
C -4.04 2.28 8.26 -0.390
H -1.74 4.48 -2.04 0.466
H 0.49 -8.95 1.12 0.410
H 2.42 -9.31 -2.78 0.412
H -4.36 -3.59 -5.61 0.409
C -0.55 2.38 2.11 0.373
C -1.97 -4.66 -3.29 -0.219
H 2.44 -0.89 -2.41 0.372
C -2.96 -4.76 -4.38 0.262
C -1.45 6.22 -3.21 -0.350
C -3.35 -2.34 -4.23 -0.418
H 1.98 -6.90 -3.22 0.443
H -5.35 1.72 9.82 0.402
C 3.33 -0.04 -0.83 0.647
C -5.04 2.47 9.11 -0.371
C 4.73 0.31 -1.41 1.289
C 0.98 -6.54 -1.30 0.444
C -0.44 3.79 1.64 -0.188
O -0.55 2.82 -3.64 -0.578
H 0.33 4.00 0.91 0.501
C -0.21 5.88 -5.39 -0.352
H -4.08 5.36 6.60 0.438
N 3.68 -0.66 1.69 -0.600
C 0.79 -8.47 0.20 -0.390
H 1.46 2.27 -2.77 0.195
C -2.35 -2.24 -3.14 0.248
H 3.07 -3.57 -0.50 0.307
C 4.81 -0.03 -2.83 -0.454
N 4.86 -0.40 -3.93 -0.580
H -5.95 5.73 8.21 0.411
H 4.74 2.05 -0.52 0.472
C -1.59 2.07 3.11 -0.511
H 1.14 -1.28 -0.15 0.171
O -3.22 -5.82 -4.90 -0.550
C -1.25 4.73 2.11 -0.532
H 0.83 0.75 -1.10 0.097
H 5.59 -1.44 -0.37 0.192
H 6.77 1.36 0.38 0.453

89
Properties=species:S:1:pos:R:3:mulliken_charge:R:1 method="wB97M-V/def2-TZVPD" energy_ev=-147322.00325 de_lowest_kj_mol=0.0 charge=+1 homo_ev="-10.012 / -10.223" gap_ev="7.082 / 6.898" lumo_ev="-2.9 / -3.3" spin_multiplicity=2
S -1.12 2.40 0.04 -0.306
C 3.03 -0.07 2.36 -0.054
C 2.39 3.47 -0.92 -0.603
C 4.30 4.19 0.96 -0.776
H 5.05 4.47 1.69 0.459
H -4.32 2.02 3.22 -0.203
C 2.12 1.11 -3.90 -1.218
C 5.01 -1.65 1.25 -0.820
H 0.04 -3.71 -1.48 0.314
C 2.81 2.54 0.03 0.245
H -1.38 -6.41 1.51 0.417
H -1.00 -5.84 -0.88 0.453
C -1.23 2.71 1.75 -0.056
H -0.64 -4.83 3.26 0.418
C -5.14 -1.14 0.98 -0.630
H 0.61 5.19 2.14 0.411
Cl -5.36 -1.02 -2.70 -0.153
C 0.05 -3.36 1.87 0.412
H -2.65 2.67 4.62 0.535
N -2.26 2.38 2.54 0.128
H -0.20 3.93 4.55 0.526
C -0.48 1.53 -3.23 -0.562
C -1.31 -2.81 -3.61 0.251
C -0.15 -3.93 -0.45 0.611
H 4.30 -0.98 -0.65 0.371
N 0.35 1.04 -2.29 1.322
H -5.92 -1.82 0.68 0.558
H -1.50 1.70 -2.91 0.515
H -3.59 -3.53 1.68 0.373
C -0.76 3.44 3.78 -0.705
H 1.39 -1.38 1.06 0.822
H 1.71 3.85 2.54 0.396
C 2.93 4.75 -0.93 -0.834
P 2.04 0.89 0.01 1.830
H -4.16 2.80 1.39 -0.095
H 5.50 -2.19 3.26 0.416
C 0.22 -3.00 0.53 -0.140
C -2.70 -1.27 -2.42 0.973
Cl -2.73 0.09 -1.34 -0.172
C -3.37 -2.89 0.83 -0.663
O -0.39 -1.38 -1.96 -0.049
H -2.30 -2.88 0.66 -0.165
Cl 0.25 -3.35 -4.04 -0.166
H -0.80 2.19 -5.22 0.515
C 1.63 0.86 -2.61 -0.344
C 3.88 5.11 0.01 -0.691
C -0.09 1.80 -4.51 -1.206
H 4.30 6.11 0.00 0.420
C 4.18 -0.91 0.42 -0.556
H 2.24 0.53 2.80 0.512
C 0.84 -1.69 0.18 -2.323
C -3.84 -1.73 -3.05 -0.118
H 1.64 3.21 -1.65 0.397
H 2.60 5.46 -1.68 0.488
H 4.11 2.20 1.71 0.444
H -6.00 0.86 1.34 0.555
Re -0.42 0.03 -0.44 1.141
C -0.73 -5.14 -0.10 -0.819
N -3.90 0.58 1.60 0.602
C 1.25 1.57 -4.86 -0.615
C 0.81 4.13 2.00 -0.619
C -0.52 -4.57 2.22 -0.964
C -1.43 -1.82 -2.62 -1.224
C -3.10 -0.47 1.46 -0.596
H 1.53 -1.85 -0.65 1.007
N -3.84 -1.54 1.08 0.382
N -0.32 3.37 2.49 0.362
C 3.19 -0.11 0.98 -0.032
H 1.59 1.76 -5.87 0.477
C 3.86 -0.80 3.18 -0.744
C -5.17 0.17 1.29 -0.657
B -3.72 2.01 2.18 0.366
Cl -2.29 -4.52 -5.43 -0.176
H 3.16 0.95 -4.12 0.535
Cl -5.11 -3.40 -4.75 -0.182
N 2.47 0.47 -1.60 0.330
C 4.85 -1.60 2.62 -0.668
C -0.93 -5.46 1.23 -0.585
C -1.97 2.83 3.81 -0.663
H -3.88 -3.27 -0.06 0.412
C -2.45 -3.29 -4.26 0.480
H 3.45 0.53 -1.87 0.521
S -1.36 -0.57 1.65 -0.285
H 3.73 -0.77 4.25 0.459
C 3.77 2.91 0.97 -0.679
H 5.77 -2.28 0.81 0.442
C -3.72 -2.78 -3.97 0.291
H 0.37 -2.69 2.65 0.353
H 0.93 3.92 0.95 -0.128

82
Properties=species:S:1:pos:R:3:mulliken_charge:R:1 method="wB97M-V/def2-TZVPD" energy_ev=-138881.54367 de_lowest_kj_mol=35.5 charge=-2 homo_ev=-1.993 gap_ev=6.095 lumo_ev=4.1
H -0.34 2.69 -6.41 0.366
H 3.50 -2.83 -3.39 0.416
H -3.04 -1.17 -5.16 0.374
C 1.90 0.36 4.12 0.450
C -0.89 3.56 3.51 1.234
C -2.27 -1.77 -4.69 -0.690
C 0.37 1.20 -2.88 0.697
H 5.06 -3.01 -1.48 0.346
C 2.12 -0.47 -1.37 -0.113
C -2.02 2.79 3.37 -1.474
C -1.53 -2.68 -5.44 -0.518
C 1.41 1.47 -3.78 -0.600
H 1.99 2.18 -5.71 0.387
H -1.95 4.87 4.90 0.357
C 3.29 3.77 -0.31 0.801
H -0.81 5.69 3.80 0.289
N -1.35 0.60 2.48 0.403
C -1.18 2.07 -4.54 -0.664
S 4.55 4.32 -1.21 -0.540
H -2.94 3.20 3.76 0.072
H -1.99 -1.48 1.58 0.581
C -4.50 -3.68 1.04 -0.435
C -3.34 1.56 1.61 -1.080
H -2.20 2.32 -4.81 0.422
C -3.72 -2.72 1.66 -0.589
H -0.66 -0.25 0.46 -1.672
C -2.00 -1.61 -3.34 0.204
C 1.59 -0.13 5.39 -0.442
H 1.63 -1.22 -3.33 0.734
C 2.31 -1.30 -2.49 0.046
C 3.36 -2.20 -2.52 -0.820
C -0.27 -3.26 -3.48 -0.535
C -0.93 1.55 -3.27 -0.479
C 1.16 1.99 -5.04 -0.678
C 4.06 -1.48 -0.34 -0.494
N 2.42 3.39 0.35 -0.689
P 0.75 0.73 -1.15 0.795
P -0.57 -2.18 -0.93 -0.003
O 1.26 0.92 1.90 0.178
C -2.17 -2.72 -0.19 0.338
H 0.52 -3.82 -3.00 0.404
C -0.53 -3.42 -4.83 -0.640
C 3.92 -0.09 6.01 -0.312
H -1.74 1.45 -2.57 0.404
C 3.23 0.62 3.82 -0.380
C -2.96 -3.69 -0.81 -0.588
C 3.01 -0.57 -0.30 -0.778
H -2.68 -4.07 -1.78 0.352
H -4.72 -4.92 -0.71 0.367
H 4.74 -1.55 0.50 0.461
C 0.84 0.61 3.09 0.068
H -4.01 -2.32 2.63 0.412
H 0.55 -0.32 5.62 0.451
H 2.86 0.07 0.56 0.301
H -1.73 -2.79 -6.50 0.352
H -3.61 0.53 1.38 0.152
H 4.70 -0.26 6.74 0.353
H 3.46 1.02 2.83 0.459
C -4.12 -4.17 -0.20 -0.595
H 0.05 -4.13 -5.41 0.393
H -2.59 -0.91 -2.76 0.409
H -0.19 4.74 5.15 0.291
Cl -0.98 3.43 -0.24 -0.594
O 0.26 3.43 2.95 -0.661
C 4.24 -2.30 -1.45 -0.592
C -2.15 1.61 2.53 1.004
C -2.56 -2.24 1.06 -0.445
C 4.23 0.40 4.75 -0.875
Zn 0.72 2.70 1.17 0.073
C -0.65 -0.37 -0.64 1.218
H -5.40 -4.05 1.51 0.352
H 2.43 1.28 -3.47 0.509
C -0.99 -2.35 -2.71 0.454
H -1.59 0.09 -0.97 0.515
H 2.33 -0.73 7.31 0.368
H -4.19 2.06 2.07 0.506
C -0.99 4.79 4.40 -1.517
C -0.14 2.28 -5.43 -0.570
C 2.59 -0.35 6.33 -0.592
N -0.38 0.52 3.49 -0.854
H 5.27 0.62 4.50 0.382
H -3.10 2.09 0.69 0.009